(1)
{
  "formula": "C25H52AlCl32O4",
  "method": "the ωB97M-V functional and the def2-TZVPD basis",
  "species": ["C", "C", "O", "O", "C", "C", "C", "C", "C", "Al", "C", "C", "O", "O", "H", "H", "H", "H", "H", "H", "H", "H", "H", "H", "H", "H", "H", "H", "H", "H", "H", "H", "H", "H", "C", "Cl", "Cl", "H", "H", "C", "Cl", "Cl", "H", "H", "C", "Cl", "Cl", "H", "H", "C", "Cl", "Cl", "H", "H", "C", "Cl", "Cl", "H", "H", "C", "Cl", "Cl", "H", "H", "C", "Cl", "Cl", "H", "H", "C", "Cl", "Cl", "H", "H", "C", "Cl", "Cl", "H", "H", "C", "Cl", "Cl", "H", "H", "C", "Cl", "Cl", "H", "H", "C", "Cl", "Cl", "H", "H", "C", "Cl", "Cl", "H", "H", "C", "Cl", "Cl", "H", "H", "C", "Cl", "Cl", "H", "H", "C", "Cl", "Cl", "H", "H"],
  "positions_angstrom": [[2.892, -6.930, 1.318], [1.544, -6.329, 1.054], [0.822, -6.811, 0.280], [1.283, -5.272, 1.804], [0.620, -4.162, 1.146], [-0.226, -3.431, 2.180], [-0.012, -1.935, 2.100], [1.215, -1.568, 2.892], [1.371, -0.046, 3.118], [3.140, 0.610, 2.439], [3.198, 0.988, 0.426], [4.730, -0.604, 2.888], [4.443, -1.996, 2.887], [5.687, -2.724, 2.799], [3.272, -6.544, 2.242], [3.567, -6.702, 0.516], [2.739, -7.989, 1.395], [0.000, -4.464, 0.325], [1.357, -3.471, 0.775], [-0.029, -3.804, 3.166], [-1.264, -3.640, 1.964], [-0.848, -1.440, 2.567], [0.140, -1.581, 1.091], [1.079, -2.008, 3.872], [2.085, -2.005, 2.424], [0.594, 0.486, 2.585], [1.219, 0.180, 4.161], [3.439, 2.036, 3.175], [3.542, 0.109, -0.107], [2.242, 1.306, 0.074], [3.949, 1.732, 0.299], [5.467, -0.443, 2.109], [5.157, -0.301, 3.844], [6.038, -2.727, 3.692], [2.469, 4.695, -0.373], [1.598, 3.604, 0.699], [4.213, 4.693, -0.061], [2.302, 4.382, -1.397], [2.097, 5.701, -0.226], [6.216, -0.308, -1.836], [5.603, 1.292, -1.478], [7.583, -0.385, -2.962], [6.539, -0.780, -0.916], [5.392, -0.851, -2.265], [2.648, 0.594, -3.050], [3.001, -1.122, -2.692], [1.111, 1.173, -2.380], [3.454, 1.182, -2.623], [2.605, 0.723, -4.130], [-5.822, 0.421, -0.089], [-5.932, 2.152, 0.287], [-4.439, 0.058, -1.127], [-5.713, -0.119, 0.833], [-6.728, 0.121, -0.595], [-0.920, 2.034, 5.837], [-0.501, 0.412, 6.414], [-1.440, 2.040, 4.153], [-1.731, 2.414, 6.446], [-0.047, 2.669, 5.937], [-5.130, 5.259, -1.762], [-5.199, 6.962, -1.292], [-3.778, 4.934, -2.853], [-5.006, 4.655, -0.872], [-6.053, 4.999, -2.264], [-2.180, -1.135, -4.155], [-1.915, 0.186, -3.008], [-0.661, -1.700, -4.864], [-2.651, -1.960, -3.641], [-2.821, -0.775, -4.950], [7.065, -4.152, -3.010], [5.533, -3.327, -2.730], [7.103, -4.959, -4.586], [7.861, -3.418, -2.976], [7.206, -4.896, -2.236], [-4.860, 3.069, -5.984], [-4.192, 3.664, -7.511], [-4.647, 1.325, -5.796], [-4.349, 3.558, -5.164], [-5.919, 3.292, -5.957], [2.979, 0.175, 7.037], [4.579, -0.536, 6.782], [2.755, 1.654, 6.106], [2.227, -0.542, 6.728], [2.868, 0.403, 8.090], [-8.815, -0.649, 1.942], [-9.104, 0.610, 0.729], [-7.467, -1.703, 1.497], [-8.586, -0.172, 2.887], [-9.708, -1.253, 2.036], [-1.817, -5.672, -4.852], [-2.503, -4.587, -3.644], [-2.600, -5.485, -6.429], [-0.763, -5.447, -4.959], [-1.951, -6.693, -4.517], [1.247, 2.565, -6.791], [-0.066, 2.063, -5.735], [2.784, 1.829, -6.319], [1.014, 2.267, -7.806], [1.349, 3.642, -6.732], [-4.262, 0.410, -9.457], [-4.543, 1.725, -10.604], [-2.916, -0.623, -9.957], [-4.031, 0.839, -8.491], [-5.158, -0.194, -9.395], [-0.561, 3.375, 9.589], [-1.532, 4.464, 8.587], [1.027, 3.085, 8.877], [-0.432, 3.824, 10.565], [-1.081, 2.429, 9.676], [-3.724, 5.125, 4.060], [-2.487, 5.100, 5.322], [-3.014, 5.225, 2.447], [-4.305, 4.214, 4.129], [-4.359, 5.988, 4.216]],
  "mulliken_charge": [-1.04, 0.74, -0.55, -0.28, -0.51, -0.90, -0.85, -0.31, 0.34, -0.66, -0.01, -0.27, -0.16, -0.45, 0.33, 0.25, 0.32, 0.43, 0.35, 0.49, 0.32, 0.39, 0.34, 0.29, 0.11, 0.29, -0.48, -0.40, 0.19, -0.04, 0.03, 0.33, 0.24, 0.26, -0.28, -0.03, -0.17, 0.15, 0.32, 0.55, -0.10, -0.23, 0.33, -0.56, 0.48, -0.27, -0.09, -0.02, -0.22, -0.32, -0.12, -0.07, 0.21, 0.25, -0.29, -0.15, -0.08, 0.31, 0.21, 0.05, -0.18, -0.15, -0.01, 0.27, 0.09, -0.04, -0.14, 0.10, 0.03, -0.26, 0.01, -0.18, 0.17, 0.30, 0.16, -0.16, -0.13, -0.19, 0.33, -0.21, -0.19, -0.15, 0.14, 0.35, -0.24, -0.14, -0.14, 0.26, 0.30, -0.31, -0.10, -0.17, 0.26, 0.33, -0.38, -0.04, -0.17, 0.29, 0.30, 0.19, -0.17, -0.17, -0.13, 0.27, -0.35, -0.13, -0.10, 0.37, 0.23, -0.37, -0.11, -0.11, 0.23, 0.36],
  "charge": -1
}

=====

(2)
{
  "formula": "C25H52BCl22NO5PS",
  "method": "the ωB97M-V functional and the def2-TZVPD basis",
  "species": ["C", "B", "O", "N", "C", "C", "O", "O", "P", "O", "O", "S", "H", "H", "H", "H", "H", "H", "H", "H", "Cl", "C", "C", "Cl", "H", "H", "H", "H", "Cl", "C", "C", "Cl", "H", "H", "H", "H", "Cl", "C", "C", "Cl", "H", "H", "H", "H", "Cl", "C", "C", "Cl", "H", "H", "H", "H", "Cl", "C", "C", "Cl", "H", "H", "H", "H", "Cl", "C", "C", "Cl", "H", "H", "H", "H", "Cl", "C", "C", "Cl", "H", "H", "H", "H", "Cl", "C", "C", "Cl", "H", "H", "H", "H", "Cl", "C", "C", "Cl", "H", "H", "H", "H", "Cl", "C", "C", "Cl", "H", "H", "H", "H", "Cl", "C", "C", "Cl", "H", "H", "H", "H"],
  "positions_angstrom": [[1.230, -2.359, 1.752], [0.552, -0.896, 1.578], [1.465, 0.242, 1.351], [-0.906, -0.590, 1.581], [-1.721, -1.637, 2.272], [-1.592, -1.414, 3.882], [-1.871, -2.427, 4.612], [-1.184, -0.188, 4.417], [-3.563, -1.418, 1.745], [-3.960, -2.786, 0.744], [-3.815, -0.035, 0.786], [-4.757, -1.494, 3.293], [0.980, -3.062, 0.864], [2.374, -2.320, 1.934], [0.740, -2.838, 2.699], [1.467, 0.438, 0.375], [-1.274, -0.341, 0.651], [-1.462, -2.719, 1.993], [-3.274, -3.475, 0.955], [-4.640, 0.425, 1.087], [1.370, -5.174, 3.735], [0.954, -5.259, 5.465], [0.738, -3.885, 6.068], [2.252, -2.941, 6.176], [1.746, -5.804, 5.977], [0.035, -5.844, 5.542], [0.356, -3.983, 7.086], [0.018, -3.300, 5.489], [5.621, 3.587, -1.648], [4.772, 3.279, -0.111], [4.425, 1.815, 0.068], [3.169, 1.280, -1.074], [3.881, 3.909, -0.083], [5.442, 3.601, 0.690], [4.030, 1.646, 1.073], [5.299, 1.175, -0.065], [0.557, 2.330, -2.742], [0.598, 3.054, -4.367], [1.938, 3.693, -4.673], [2.226, 5.153, -3.691], [-0.216, 3.774, -4.436], [0.402, 2.250, -5.074], [1.970, 4.005, -5.720], [2.764, 3.000, -4.500], [-1.568, 2.738, -6.249], [-3.010, 1.771, -5.847], [-3.695, 2.264, -4.587], [-2.721, 1.959, -3.126], [-2.704, 0.727, -5.756], [-3.692, 1.852, -6.695], [-4.642, 1.736, -4.450], [-3.907, 3.334, -4.636], [6.547, -1.240, 4.246], [5.793, -2.158, 5.574], [6.781, -3.077, 6.265], [7.286, -4.428, 5.219], [4.947, -2.713, 5.165], [5.408, -1.426, 6.286], [6.320, -3.519, 7.151], [7.678, -2.540, 6.580], [6.121, 5.293, -6.124], [5.715, 6.188, -4.637], [6.287, 7.592, -4.641], [8.064, 7.595, -4.510], [6.074, 5.610, -3.785], [4.625, 6.232, -4.583], [5.906, 8.149, -3.782], [6.013, 8.135, -5.548], [-4.307, 1.277, -10.351], [-5.748, 0.311, -9.951], [-6.434, 0.803, -8.692], [-5.458, 0.498, -7.233], [-5.442, -0.733, -9.859], [-6.430, 0.393, -10.800], [-7.381, 0.276, -8.555], [-6.645, 1.873, -8.741], [-7.026, -3.906, 3.971], [-7.444, -4.021, 5.698], [-7.679, -2.660, 6.322], [-6.178, -1.708, 6.447], [-6.643, -4.563, 6.205], [-8.356, -4.620, 5.764], [-8.062, -2.779, 7.339], [-8.405, -2.076, 5.752], [-11.087, 1.029, 3.790], [-11.852, 0.098, 5.102], [-10.877, -0.848, 5.775], [-10.394, -2.188, 4.706], [-12.707, -0.437, 4.684], [-12.225, 0.823, 5.828], [-11.345, -1.298, 6.654], [-9.972, -0.330, 6.099], [5.726, 8.204, -9.756], [6.888, 6.869, -9.550], [8.154, 7.085, -10.355], [7.867, 6.956, -12.109], [6.389, 5.939, -9.827], [7.129, 6.822, -8.486], [8.891, 6.320, -10.098], [8.596, 8.062, -10.155], [4.127, -5.941, 6.415], [4.882, -7.543, 6.589], [4.265, -8.568, 5.658], [2.593, -8.976, 6.120], [4.795, -7.847, 7.634], [5.942, -7.422, 6.356], [4.839, -9.497, 5.697], [4.255, -8.217, 4.624]],
  "mulliken_charge": [-0.38, 0.47, -0.52, -0.42, 0.16, 0.34, -0.78, -0.76, 0.70, -0.58, -0.53, -0.35, 0.30, 0.17, -0.16, 0.23, 0.22, 0.17, 0.37, 0.31, -0.18, -0.21, -0.08, -0.17, 0.06, 0.35, 0.38, -0.08, -0.18, -0.51, -0.39, -0.20, 0.31, 0.36, 0.24, 0.37, -0.15, -0.64, -0.38, -0.24, 0.36, 0.35, 0.34, 0.34, -0.25, -0.27, -0.42, -0.13, 0.40, 0.07, 0.31, 0.34, -0.21, -0.21, -0.42, -0.20, 0.09, 0.31, 0.25, 0.38, -0.21, 0.03, -0.50, -0.21, 0.14, 0.05, 0.36, 0.33, -0.18, -0.40, -0.48, -0.19, 0.31, 0.29, 0.33, 0.31, -0.14, -0.55, 0.04, -0.16, 0.38, 0.32, 0.36, -0.29, -0.18, -0.44, -0.48, -0.19, 0.31, 0.31, 0.33, 0.38, -0.19, -0.20, -0.45, -0.19, 0.32, 0.08, 0.30, 0.32, -0.10, -0.48, -0.49, -0.19, 0.32, 0.27, 0.35, 0.32],
  "charge": -1
}

=====

Respective HOMO level values: -4.61, -4.60 eV.
Respective Kohn-Sham gap values: 6.0, 6.2 eV.
Respective LUMO energy values: 1.435, 1.555 eV.